This record from the OMol25 dataset describes a molecular structure, C43H50Cl3Ge2N2O4S2SeSiTi. The level of theory is the ωB97M-V functional and the def2-TZVPD basis.

The geometry in XYZ format:
```
109
Properties=species:S:1:pos:R:3
Ti 0.01597 0.37276 0.33032
O 0.08331 -1.76602 0.54324
S 0.54567 -2.90813 1.44154
C 0.39164 -4.44155 0.47136
C 1.21892 -4.57586 -0.79817
C 0.55691 -3.85548 -1.97056
C 1.51286 -3.45802 -3.07977
S 2.41727 -1.93518 -2.57180
O 1.40809 -1.08823 -1.86789
C 2.62897 -1.24981 -4.21615
C 2.14547 0.02103 -4.45678
C 2.34513 0.59639 -5.70434
C 3.02529 -0.09973 -6.69088
C 3.51613 -1.37496 -6.43388
C 3.32626 -1.95409 -5.19035
C 2.31499 -2.89878 1.61191
C 3.14008 -2.19565 0.75456
C 4.51090 -2.26993 0.94432
C 5.03470 -3.05419 1.96204
C 4.19361 -3.75033 2.81792
C 2.82048 -3.65978 2.65639
H -0.68012 -4.55039 0.28057
H 0.66215 -5.19287 1.21865
H 1.33733 -5.64007 -1.01606
H 2.22880 -4.20001 -0.61630
H 0.07564 -2.95281 -1.59901
H -0.23310 -4.47559 -2.40073
H 0.98918 -3.26603 -4.01443
H 2.27637 -4.22153 -3.25452
H 1.62866 0.55443 -3.67100
H 1.97512 1.59708 -5.89054
H 3.18340 0.35329 -7.66151
H 4.05340 -1.91575 -7.20278
H 3.71981 -2.94403 -4.98543
H 2.72218 -1.55868 -0.01202
H 5.16140 -1.69090 0.30110
H 6.10655 -3.09924 2.10805
H 4.60217 -4.33488 3.63152
H 2.15046 -4.15564 3.35141
C -4.25785 -2.75014 0.28524
C -3.09366 -2.02478 0.96281
Ge -3.04325 -0.08782 0.47640
C -3.57101 0.99467 2.04098
C -5.09824 1.06892 2.06456
C -4.33340 0.26317 -0.92773
C -3.78271 0.36665 -2.12819
Ge -1.82319 0.15153 -2.04146
C -1.02748 1.72212 -2.92412
C -1.48914 3.07983 -2.41707
C -1.51012 -1.47875 -3.14665
C -1.96727 -1.29818 -4.59489
C -4.57671 0.46266 -3.36767
C -5.65363 -0.40472 -3.56340
C -6.40782 -0.34915 -4.72627
C -6.10233 0.57967 -5.71022
C -5.03614 1.44822 -5.52484
C -4.27322 1.38524 -4.36962
H -4.28683 -3.80822 0.55783
H -4.17785 -2.68655 -0.80362
H -5.22193 -2.31533 0.56108
H -2.15675 -2.48851 0.67851
H -3.18513 -2.09936 2.05065
H -3.14437 1.99450 2.01775
H -3.20160 0.50156 2.93866
H -5.48667 1.65371 1.22827
H -5.43959 1.54306 2.98712
H -5.56239 0.07830 2.02044
H -5.41414 0.34066 -0.78185
H -1.29987 1.55911 -3.97554
H 0.05438 1.66232 -2.88421
H -2.57501 3.19477 -2.45315
H -1.04161 3.88169 -3.00804
H -1.18703 3.23041 -1.38247
H -2.04970 -2.31090 -2.68391
H -0.45382 -1.71348 -3.11566
H -3.04753 -1.17141 -4.67530
H -1.69461 -2.17112 -5.19573
H -1.50124 -0.42858 -5.06571
H -5.88110 -1.13861 -2.79912
H -7.23257 -1.03740 -4.86455
H -6.69157 0.62598 -6.61740
H -4.79449 2.17949 -6.28668
H -3.44261 2.06486 -4.24425
O -0.85747 4.07988 1.60216
C -0.73325 2.88364 1.65272
O -0.77574 2.08166 0.62504
C -0.53431 2.13981 2.94384
C -0.18117 2.85930 4.10460
C 0.03889 2.16294 5.25360
C -0.14580 0.76211 5.25660
C 0.04012 -0.02891 6.41165
C -0.17702 -1.37751 6.37269
C -0.60418 -1.98901 5.17817
C -0.78137 -1.24737 4.04362
C -0.53200 0.13821 4.04824
N -0.68924 0.83886 2.89099
H -0.06866 3.93117 4.02608
H 0.35345 2.65828 6.16400
H 0.36247 0.45884 7.32390
H -0.02878 -1.98198 7.25844
H -0.79839 -3.05494 5.16326
H -1.12458 -1.69799 3.12390
Cl 2.55126 3.24528 0.80448
Si 2.08073 1.84704 -0.66860
Cl 3.90345 0.78979 -0.90404
Cl 2.09993 3.07695 -2.39856
Se 3.39244 0.12330 3.96407
C 2.35734 0.22901 2.53308
N 1.67078 0.29660 1.58587
```

Calculated values
2S+1 = 2
Calculated total energy = -325186.3538 eV
Highest occupied orbital energy (spin up / spin down) = -7.592 / -7.539 eV
M = 1129.5 g mol⁻¹
Relative energy (zero: lowest compared OMol25 entry of this formula, charge and spin) = 20.4 kcal/mol



This record from the OMol25 dataset describes a molecular structure, C43H50F2N6S2SiTi. The level of theory is the ωB97M-V functional and the def2-TZVPD basis.

The geometry in XYZ format:
```
105
Properties=species:S:1:pos:R:3
Ti -1.32402 -0.60378 -0.39909
C -4.01667 -5.50756 -1.78213
S -2.69213 -4.85234 -2.81359
C -2.50610 -3.20338 -2.16426
S -2.96157 -2.80608 -0.55511
N -1.95177 -2.41118 -3.01300
N -1.64805 -1.16734 -2.49908
C -1.58720 -0.21881 -3.43250
C -1.38154 1.08796 -3.01062
C -1.41290 2.19068 -3.91136
C -1.34502 3.46305 -3.44113
C -1.20944 3.66128 -2.04283
C -1.11513 2.56076 -1.23729
N -1.18365 1.27857 -1.65694
H -4.15489 -6.54419 -2.08801
H -4.94226 -4.95676 -1.93202
H -3.73559 -5.46512 -0.73348
H -1.73046 -0.47231 -4.47608
H -1.51971 1.98293 -4.96805
H -1.38856 4.30626 -4.11850
H -1.12893 4.64786 -1.61084
H -0.94951 2.69940 -0.18273
F -6.63558 0.65852 -1.89215
C -5.58771 0.90942 -1.05339
C -4.47420 0.10712 -1.09332
C -3.38654 0.35245 -0.24124
C -3.50364 1.43691 0.66431
C -4.65436 2.21990 0.64728
F -4.79445 3.30024 1.47868
C -5.71862 1.98635 -0.19449
C -2.38909 1.64207 1.60665
C -2.43128 2.43858 2.75473
C -1.32615 2.50057 3.58241
C -0.18895 1.77250 3.27003
C -0.21805 1.00068 2.12595
N -1.27384 0.94193 1.31743
H -4.44950 -0.72285 -1.78688
H -6.59329 2.61798 -0.18859
H -3.32549 2.98263 3.00116
H -1.36102 3.10978 4.47719
H 0.69689 1.79300 3.88853
H 0.62918 0.40476 1.80524
C -4.13898 -0.42603 4.86334
C -4.64180 -0.68876 3.59570
C -3.80168 -1.13004 2.58659
C -2.44858 -1.30738 2.84388
C -1.94539 -1.07714 4.11878
C -2.78861 -0.62783 5.12147
N -1.59381 -1.70095 1.76670
N -0.85362 -2.66669 2.06019
C -0.07537 -3.12250 0.99472
C 0.61947 -4.31297 1.23919
C 1.30666 -4.91574 0.20949
C 1.27854 -4.31937 -1.05480
C 0.59756 -3.13397 -1.27124
C -0.10866 -2.46664 -0.25572
H -4.79549 -0.06588 5.64516
H -5.69361 -0.54347 3.38637
H -4.17357 -1.33123 1.59182
H -0.89076 -1.23576 4.29807
H -2.38911 -0.42763 6.10796
H 0.58369 -4.74517 2.23171
H 1.84667 -5.84015 0.37018
H 1.80556 -4.78740 -1.87885
H 0.58646 -2.72495 -2.27436
C 3.57350 0.52102 2.40841
C 3.75735 -0.20378 1.06390
C 5.26908 -0.21296 0.78365
C 3.30550 -1.65119 1.32622
Si 2.52583 0.55808 -0.33688
C 3.29244 -0.01587 -2.09241
C 3.58589 -1.52503 -2.09405
C 2.17872 0.18192 -3.13874
C 4.56757 0.67427 -2.60586
C 2.89589 2.53108 -0.28468
C 4.34130 3.01063 -0.07851
C 2.38009 3.16947 -1.58416
C 2.04673 3.15764 0.83705
H 4.11065 -0.02456 3.19812
H 2.52397 0.56507 2.70442
H 3.96092 1.53898 2.39590
H 5.80731 -0.65618 1.63659
H 5.66698 0.79034 0.63158
H 5.52342 -0.80218 -0.09428
H 3.94506 -2.11462 2.09213
H 3.33737 -2.28304 0.44231
H 2.27746 -1.67689 1.69078
H 2.72652 -2.10068 -1.75877
H 4.43471 -1.79235 -1.46852
H 3.82335 -1.84765 -3.11787
H 1.28429 -0.37981 -2.85930
H 2.51360 -0.18166 -4.12070
H 1.88204 1.22322 -3.25541
H 5.40958 0.53451 -1.92633
H 4.44174 1.74454 -2.75772
H 4.85486 0.24322 -3.57685
H 5.02479 2.60763 -0.82492
H 4.72882 2.73951 0.90380
H 4.38507 4.10875 -0.14779
H 3.01342 2.95126 -2.44130
H 2.34570 4.26298 -1.47421
H 1.37069 2.83436 -1.81977
H 2.29232 2.77519 1.82551
H 0.98704 2.97264 0.66347
H 2.19370 4.24737 0.85799
```

Calculated values
Calculated total energy = -112441.2374 eV
Highest occupied orbital energy (spin up / spin down) = -0.201 / -0.214 eV
M = 829.0 g mol⁻¹
Net charge = -2